[1]
Density functional theory data (wB97M-V/def2-TZVPD) for C22H42As2N6RuS as an isolated structure.

Orbital gap (spin up / spin down)   8.6 / 7.6 eV
LUMO energy (spin up / spin down)   -8.1 / -9.3 eV
Multiplicity   2
Net charge   +3
Energy relative to the best compared isomer or geometry (same formula, charge and spin)   7.97 kJ/mol
Largest force on an atom   0.004 hartree/bohr
M   673.601 g/mol

Element x y z (Å)
Ru (-0.55826, 0.13815, -0.29926)
N (-2.10048, -1.51805, -0.09505)
C (-2.34802, -2.00847, 1.28524)
C (-1.04262, -2.54027, 1.81140)
N (-0.01492, -1.49409, 1.67482)
C (0.03803, -0.70137, 2.90779)
C (0.92480, 0.51106, 2.74457)
N (0.71801, 1.13911, 1.40567)
C (1.28028, -2.06352, 1.28156)
C (1.27796, -2.39919, -0.19262)
N (1.05161, -1.16013, -0.99076)
H (-2.98838, -1.18643, -0.46064)
H (-1.84240, -2.32114, -0.66586)
H (-2.70695, -1.16910, 1.87951)
H (-3.12010, -2.77868, 1.28898)
H (-1.14548, -2.85837, 2.85191)
H (-0.74430, -3.42455, 1.24660)
H (-0.98206, -0.38984, 3.13929)
H (0.39454, -1.30131, 3.75306)
H (0.70375, 1.22794, 3.53402)
H (1.97712, 0.25395, 2.84729)
H (0.17401, 1.98785, 1.53316)
H (1.62849, 1.43842, 1.07213)
H (2.07096, -1.33821, 1.47772)
H (1.52524, -2.95674, 1.86636)
H (2.22450, -2.86357, -0.47250)
H (0.48921, -3.10840, -0.44323)
H (1.91959, -0.63087, -0.98076)
H (0.93023, -1.43799, -1.96093)
C (2.51916, 1.74511, -1.63776)
As (0.61166, 2.03747, -1.39670)
C (0.59521, 3.76237, -0.52056)
C (0.02120, 2.34210, -3.19777)
C (0.58934, 3.31251, -4.01550)
C (0.12625, 3.46129, -5.31580)
C (-0.89004, 2.64413, -5.79689)
C (-1.44918, 1.66630, -4.98496)
C (-0.99006, 1.52067, -3.68122)
As (-1.64692, 0.14877, -2.50599)
C (-1.30491, -1.46679, -3.52823)
C (-3.57433, 0.24732, -2.58509)
H (2.95835, 2.65877, -2.03676)
H (2.69392, 0.94630, -2.35772)
H (3.02301, 1.51430, -0.69817)
H (0.93343, 4.50818, -1.23920)
H (1.28239, 3.77304, 0.32430)
H (-0.41145, 4.00403, -0.19283)
H (1.38719, 3.95339, -3.65863)
H (0.56423, 4.21263, -5.95932)
H (-1.24147, 2.76316, -6.81327)
H (-2.23072, 1.02919, -5.38223)
H (-1.87435, -1.40621, -4.45538)
H (-1.62240, -2.36090, -2.99297)
H (-0.25022, -1.54327, -3.78973)
H (-3.85286, 0.38127, -3.63010)
H (-3.93759, 1.08601, -2.00119)
H (-4.03573, -0.67554, -2.23601)
C (-5.58675, 5.13494, 1.03928)
C (-4.56449, 4.49216, 0.17138)
C (-4.22019, 4.89932, -1.09251)
C (-3.24464, 4.18193, -1.78936)
N (-2.62414, 3.11518, -1.25224)
C (-2.96203, 2.72884, -0.03555)
S (-2.27915, 1.37028, 0.78484)
N (-3.91632, 3.40543, 0.65951)
C (-2.86762, 4.55165, -3.18106)
H (-5.98956, 6.02385, 0.56271)
H (-5.15208, 5.41772, 2.00005)
H (-6.40831, 4.44148, 1.23255)
H (-4.70252, 5.75809, -1.53509)
H (-4.14700, 3.07577, 1.59074)
H (-3.23536, 5.53766, -3.45260)
H (-3.29851, 3.82025, -3.87023)
H (-1.78651, 4.50888, -3.30652)

These are the Mulliken partial charges, in e, on atoms 1 to 6: number 1, Ru, carries 0.72; number 2, N, carries -0.23; number 3, C, carries -0.91; number 4, C, carries -1.02; number 5, N, carries 0.94; number 6, C, carries -0.88

---

[2]
Density functional theory data (wB97M-V/def2-TZVPD) for a 7-piece molecular cluster, C22H42BO17S3 overall.

Orbital gap   8.6 eV
LUMO energy   2.2 eV
Net charge   -1
Largest force on an atom   0.047 hartree/bohr
M   685.574 g/mol

Element x y z (Å)
O (-3.56275, -0.52169, -2.43502)
C (-2.66127, -0.39007, -1.65587)
O (-1.70040, 0.47021, -1.60721)
B (-0.80578, 0.19667, -0.46455)
O (-1.55552, -0.78255, 0.33437)
C (-2.56711, -1.29621, -0.40333)
O (-3.21459, -2.22949, -0.06037)
O (-0.36711, 1.38653, 0.27263)
C (0.95043, 1.52001, 0.27805)
O (1.58266, 2.40742, 0.76931)
C (1.53973, 0.29730, -0.46134)
O (0.49736, -0.42141, -0.84437)
O (2.69084, 0.05962, -0.65829)
C (7.31394, 4.24413, 1.14871)
S (6.87745, 2.46110, 1.20793)
O (6.76526, 2.08496, 2.65637)
C (5.21111, 2.67800, 0.55114)
H (7.33392, 4.50016, 0.08822)
H (8.30485, 4.26806, 1.59711)
H (6.63031, 4.92100, 1.65614)
H (5.28460, 2.89433, -0.51583)
H (4.66858, 3.43858, 1.10792)
H (4.64325, 1.74817, 0.61362)
C (-4.11197, -4.73568, -2.34769)
S (-5.83693, -5.02666, -1.81355)
O (-5.89438, -6.07716, -0.76309)
C (-6.03210, -3.42332, -0.98891)
H (-3.89473, -5.59445, -2.98446)
H (-3.41344, -4.79985, -1.51173)
H (-4.00673, -3.77530, -2.84368)
H (-5.50908, -3.39139, -0.03526)
H (-7.09415, -3.31810, -0.75574)
H (-5.72694, -2.58961, -1.61814)
C (0.40033, -2.92885, 1.61504)
S (2.07236, -2.73995, 2.29747)
O (2.51188, -4.10388, 2.74946)
C (1.73147, -1.71252, 3.78533)
H (-0.03774, -3.87596, 1.93277)
H (0.41966, -2.82180, 0.53757)
H (-0.22163, -2.16317, 2.08467)
H (1.50784, -0.67004, 3.57397)
H (2.53558, -1.80055, 4.50883)
H (0.84906, -2.22474, 4.17876)
O (-0.19086, 5.43617, -1.75597)
C (-1.10459, 4.81247, -1.26438)
O (-1.76686, 5.17731, -0.18532)
C (-1.37163, 6.41034, 0.48822)
C (-0.16998, 6.16647, 1.35421)
C (-1.59068, 3.55081, -1.93088)
H (-2.26680, 6.64208, 1.06114)
H (-1.15686, 7.10534, -0.32405)
H (0.07062, 7.16335, 1.74728)
H (0.66255, 5.88612, 0.71080)
H (-0.33232, 5.47022, 2.16983)
H (-1.76419, 3.66883, -2.98990)
H (-2.35342, 3.10219, -1.29251)
H (-0.78658, 2.83813, -1.74396)
O (3.10448, 1.45673, -6.38116)
C (3.75056, 0.94454, -5.51088)
O (3.24350, 0.37630, -4.40570)
C (1.83478, 0.12009, -4.43508)
C (1.47093, -1.02903, -5.34135)
C (5.27184, 0.95421, -5.45842)
H (1.36470, 1.06421, -4.73617)
H (1.36096, 0.06259, -3.45319)
H (0.91717, -1.82338, -4.82700)
H (2.30192, -1.60546, -5.74443)
H (0.77339, -0.67501, -6.10073)
H (5.60178, 1.35072, -4.50185)
H (5.65666, 1.51054, -6.30732)
H (5.63917, -0.06871, -5.55684)
O (-2.41396, -4.88586, 4.09633)
C (-2.97295, -3.96332, 3.57330)
O (-2.75633, -2.66658, 3.89914)
C (-2.04050, -2.37365, 5.09224)
C (-2.96415, -1.91044, 6.22217)
C (-4.00484, -4.06844, 2.50322)
H (-1.31067, -1.59893, 4.88848)
H (-1.57843, -3.31253, 5.40513)
H (-2.95724, -0.81638, 6.23458)
H (-2.65404, -2.14785, 7.24162)
H (-3.98077, -2.28538, 6.11140)
H (-4.19251, -3.08514, 2.07626)
H (-4.88421, -4.52730, 2.94550)
H (-3.56774, -4.58821, 1.64928)

These are the Mulliken partial charges, in e, on atoms 1 to 6: number 1, O, carries -0.65; number 2, C, carries 0.21; number 3, O, carries -0.68; number 4, B, carries 1.29; number 5, O, carries -0.55; number 6, C, carries 0.45

---

[3]
Density functional theory data (wB97M-V/def2-TZVPD) for C22H42Br6O10S5 as an isolated structure.

Orbital gap (spin up / spin down)   2.6 / 6.7 eV
LUMO energy (spin up / spin down)   0.8 / 0.8 eV
Multiplicity   2
Net charge   -1
Energy relative to the best compared isomer or geometry (same formula, charge and spin)   0.00 kJ/mol
Largest force on an atom   0.083 hartree/bohr
M   1106.327 g/mol

Element x y z (Å)
C (22.32444, -0.71541, 24.75408)
Br (22.84595, 0.88259, 23.76709)
Br (23.59971, -2.18454, 24.21293)
Br (20.41475, -1.33589, 24.50902)
H (22.54170, -0.44730, 25.78802)
C (14.37151, 5.99496, 21.77365)
Br (13.15491, 4.45682, 21.26108)
Br (15.98094, 5.98412, 20.48863)
Br (14.91603, 6.07469, 23.68588)
H (13.73207, 6.86452, 21.62172)
C (18.16187, 0.54800, 21.61512)
C (17.18110, 1.43284, 20.78127)
C (16.62602, 2.50793, 21.72049)
S (16.20370, 1.55183, 23.22215)
O (14.84971, 1.03281, 23.03538)
O (16.48965, 2.14564, 24.52152)
C (17.41926, 0.13613, 22.90854)
H (19.00552, 1.22661, 21.74102)
H (18.26778, -0.34911, 21.00513)
H (16.29042, 0.86037, 20.52232)
H (17.55119, 1.90363, 19.87052)
H (16.03061, 3.30593, 21.27691)
H (17.40048, 3.14167, 22.15254)
H (16.97831, -0.86064, 22.91818)
H (18.24939, 0.22338, 23.60952)
C (18.34048, 5.17423, 23.85973)
C (19.54190, 4.99010, 24.78149)
C (20.57506, 4.01768, 24.18491)
S (20.58418, 4.42807, 22.38797)
O (20.27179, 3.21813, 21.66384)
O (21.73307, 5.31680, 22.05303)
C (19.04161, 5.50497, 22.54022)
H (17.71619, 6.02448, 24.13442)
H (17.68346, 4.30658, 23.79962)
H (19.27276, 4.73973, 25.80763)
H (20.16543, 5.88109, 24.85530)
H (20.19469, 2.99929, 24.26427)
H (21.64144, 3.97536, 24.40660)
H (18.60922, 5.70122, 21.55909)
H (19.51705, 6.46967, 22.71749)
C (12.43633, 2.48798, 16.78272)
C (12.24417, 2.44685, 18.32715)
C (13.47949, 1.70238, 18.71230)
S (14.97178, 2.23625, 17.73917)
O (15.66198, 1.03677, 17.26628)
O (15.65093, 3.33268, 18.39394)
C (13.81514, 2.96865, 16.39869)
H (11.60244, 2.92739, 16.23531)
H (12.44153, 1.47395, 16.38296)
H (11.22663, 2.25890, 18.66977)
H (12.57093, 3.41981, 18.69416)
H (13.31610, 0.65591, 18.45484)
H (13.86800, 1.67664, 19.73039)
H (14.28969, 2.41162, 15.59083)
H (14.00731, 4.02516, 16.21171)
C (9.55440, -1.04613, 24.09067)
C (10.98722, -1.16124, 23.46812)
C (11.56488, 0.25964, 23.42055)
S (10.67887, 1.29487, 24.76874)
O (9.72782, 2.33084, 24.22040)
O (11.63348, 1.68215, 25.80604)
C (9.55594, -0.11133, 25.27351)
H (9.06830, -2.00023, 24.29435)
H (8.87396, -0.57027, 23.38451)
H (11.02987, -1.70490, 22.52434)
H (11.68791, -1.66925, 24.13072)
H (11.31638, 0.85047, 22.53893)
H (12.62930, 0.49119, 23.45926)
H (8.66003, 0.38070, 25.65214)
H (10.02901, -0.65622, 26.09045)
C (18.80879, 1.85535, 16.50554)
C (20.11555, 1.67477, 15.87220)
C (20.36668, 2.86747, 14.92883)
S (19.56386, 4.39239, 15.65510)
O (18.68091, 4.99970, 14.68174)
O (20.62576, 5.05224, 16.41685)
C (18.48701, 3.36247, 16.82994)
H (18.88302, 1.18534, 17.36210)
H (18.02994, 1.44530, 15.86262)
H (20.31952, 0.71962, 15.38827)
H (20.94679, 1.76172, 16.57190)
H (19.69116, 2.65508, 14.10017)
H (21.27462, 3.11207, 14.37754)
H (17.47975, 3.77694, 16.87182)
H (18.90002, 3.58320, 17.81421)

These are the Mulliken partial charges, in e, on atoms 1 to 6: number 1, C, carries -0.38; number 2, Br, carries 0.02; number 3, Br, carries -0.08; number 4, Br, carries 0.01; number 5, H, carries 0.43; number 6, C, carries -0.34

---

M of number 2 (C22H42BO17S3)? 685.574 g/mol

---

Which of these has the lowest M? C22H42As2N6RuS

---

Among the records above, which one has the highest largest force on an atom? C22H42Br6O10S5

---

What is the largest force on an atom in the third record? 0.083 hartree/bohr